The following is a DFT calculation (wB97M-V/def2-TZVPD) of an isolated molecule of C3H4ClN3O at a distorted geometry.

E = -22211.8489 eV
Lowest unoccupied orbital energy (alpha / beta) = -0.14 / -0.14 eV
Net charge = 0
E_HOMO (alpha / beta) = -0.315 / -0.315 Ha
Multiplicity = 1
Relative energy (zero: lowest compared OMol25 entry of this formula, charge and spin) = 443.5 kJ/mol

CARTESIAN COORDINATES (ANGSTROEM)
C1 0.42 2.76 -0.50
C2 0.47 2.35 1.77
C3 -0.06 -0.11 -0.73
N1 0.41 3.22 0.61
N2 0.69 1.01 1.34
N3 0.94 0.69 -0.07
O1 0.10 2.77 2.82
Cl1 0.43 3.15 -2.07
H1 -0.05 -0.13 -1.87
H2 0.15 -1.26 -0.67
H3 -1.11 0.05 -0.50
H4 0.36 0.30 1.99